ORCA calculation (ωB97M-V/def2-TZVPD) on the molecule C4H6OS at a distorted geometry.

Atoms and positions in Å:
1 C -0.91 1.25 0.50
2 C 0.54 0.92 0.06
3 O 1.38 1.75 -0.18
4 C 0.93 -0.54 0.02
5 C -0.05 -1.59 -0.55
6 S 2.41 -0.87 0.43
7 H -1.18 2.24 -0.06
8 H -1.58 0.33 0.28
9 H -0.86 1.69 1.48
10 H 0.47 -2.31 -1.20
11 H -0.46 -2.06 0.34
12 H -0.69 -0.82 -1.12

Properties
* net charge: 0
* DFT total energy: -17126.218 eV
* structure (SMILES): CC(=O)C(C)=S
* strongest force on any atom: 2.9 eV Å⁻¹
* energy relative to the best compared isomer or geometry (same formula, charge and spin): 1.912 eV
* frontier orbital gap: 7.984 eV